27
Properties=species:S:1:pos:R:3:forces:R:3:lowdin_charge:R:1 method="wB97M-V/def2-TZVPD" lumo_ha=-0.260 gap_ha=0.1835 total_energy_ha=-2289.199496 spin_multiplicity=1 charge=+1 relative_energy_kcal_mol=252.7 e_homo_ha=-0.443
Ca 0.096 5.017 2.816 -1.630 -2.558 -0.062 1.730
Ca -2.246 0.449 3.000 -1.037 1.917 -1.256 1.689
B -5.419 1.489 1.413 -2.178 2.095 -0.062 -1.526
F -6.529 1.015 0.848 -2.020 -1.038 -0.711 0.200
F -5.334 2.847 1.205 -0.116 1.674 0.756 0.131
F -5.355 1.110 2.738 0.858 -0.427 2.476 0.107
F -4.347 1.009 0.820 5.133 -2.791 -1.620 0.163
F -0.316 2.297 1.201 -0.159 0.842 1.754 -0.761
F -1.976 3.228 4.738 1.251 -0.212 -1.557 -0.767
C 0.168 -3.295 -0.282 -1.192 -0.834 -0.378 -0.079
C -1.154 -2.533 -0.085 1.266 0.280 0.546 -0.282
O -1.603 -2.697 1.286 -0.155 0.135 -0.399 -0.129
H 0.522 -3.210 -1.309 0.476 0.726 0.204 0.081
H -0.024 -4.367 -0.264 -0.217 -0.230 0.418 0.070
H 0.873 -3.100 0.527 0.172 0.360 -0.438 0.077
H -1.952 -2.865 -0.748 0.170 0.219 -0.192 0.120
H -0.947 -1.467 -0.185 -0.304 0.027 -0.326 0.103
H -1.951 -3.590 1.234 -0.264 -0.174 0.823 0.080
C 4.910 0.692 -2.866 -1.468 1.180 0.288 -0.055
C 4.028 1.017 -1.591 0.666 -0.117 0.216 -0.304
O 2.640 1.189 -1.826 -0.669 -0.462 -1.168 -0.101
H 4.231 0.472 -3.690 -0.084 -0.050 -0.013 0.069
H 5.676 -0.083 -2.881 -0.247 -0.025 0.795 0.068
H 5.375 1.648 -3.106 0.239 -0.195 -0.293 0.061
H 4.284 2.003 -1.206 1.052 -0.171 0.246 0.094
H 4.093 0.270 -0.800 0.630 -0.147 0.011 0.098
H 2.259 1.453 -0.986 -0.174 -0.026 -0.058 0.066